Model a:
# C7H8N2O2

A single C7H8N2O2 molecule (ωB97M-V/def2-TZVPD, the OMol25 dataset).

The calculation puts the molar mass at 152.2 g/mol. For the HOMO-LUMO gap, the calculation gives 0.3431 Eh. The total charge is 0. As for the SMILES: C=CC1=CCC(=O)NC(=O)N1. The calculation puts the HOMO energy at -8.948 eV.

Each line ends with the Löwdin charge.
Geometry (Å):
C: -2.0507 1.1022 0.0573  -0.50
H: 1.1062 1.8558 -0.0421  0.11
H: -0.9916 1.0929 -1.8479  0.11
N: -0.1330 -1.3746 -0.2338  0.13
H: -3.0307 -0.3356 0.8405  0.20
C: 0.6962 -0.2618 -0.0858  -0.28
C: -1.4906 -1.4410 -0.0490  -0.50
H: -0.9945 2.5178 -0.8181  0.10
H: 1.7438 -1.6331 1.1697  0.07
O: -2.0682 -2.5006 -0.0197  0.08
H: 0.4846 -2.2135 -0.4041  0.18
H: 3.9878 -0.4321 0.9690  0.04
C: 3.0996 -0.2515 0.4349  0.05
H: 3.1757 0.5087 -0.4304  0.10
O: -2.7356 1.8682 0.6586  0.12
C: -0.9333 1.4697 -0.8743  -0.08
N: -2.1208 -0.2398 0.2815  0.18
C: 0.3858 1.0626 -0.2235  0.01
C: 1.8693 -0.7943 0.6173  -0.12

Model b:
# C7H8N2O2

A 2-piece molecular cluster, C7H8N2O2 overall (ωB97M-V/def2-TZVPD, the OMol25 dataset).

The calculation puts the molar mass at 152.2 g/mol. For the HOMO-LUMO gap, the calculation gives 0.2964 Eh. The total charge is 0. As for the SMILES: c1c[nH]c(N2CC2)c1.O=C=O. The calculation puts the HOMO energy at -7.561 eV.

Each line ends with the Löwdin charge.
Geometry (Å):
C: -1.0389 2.7646 0.1717  -0.12
O: 1.7242 -1.9177 2.1094  0.21
N: 0.1058 1.1268 1.1578  0.11
H: -0.3850 2.8969 2.2927  0.11
C: -0.4776 2.3750 1.3424  -0.14
C: 2.4888 -2.4877 1.4844  -0.46
H: -0.9685 -0.6371 -2.4020  0.12
C: -0.1052 -1.1085 -1.8402  -0.14
C: -0.4707 -1.8587 -0.6053  -0.10
H: 0.0936 -2.7039 -0.1356  0.09
H: 0.6442 0.6762 1.7819  0.09
N: 0.2200 -0.5270 -0.5408  -0.05
H: -1.6144 -2.0360 -0.3799  0.14
C: -0.2380 0.6797 -0.1032  -0.33
O: 3.1933 -3.0398 0.7748  0.22
H: 0.7370 -1.2173 -2.5242  0.10
H: -1.2900 1.7230 -1.7750  0.09
C: -0.8537 1.7083 -0.7836  -0.05
H: -1.7647 3.5833 -0.0254  0.11

Stability, highest: model a

Model a:
# CH4N3P

A 2-piece molecular cluster, CH4N3P overall (ωB97M-V/def2-TZVPD, the OMol25 dataset).

The calculation puts the molar mass at 89.0 g/mol. For the HOMO-LUMO gap, the calculation gives 0.2358 Eh. The total charge is 0. The calculation puts the HOMO energy at -8.405 eV.

Each line ends with the Löwdin charge.
Geometry (Å):
N: 0.8724 1.2017 0.0012  -0.19
C: -2.3612 -0.1763 -0.2917  -0.54
H: 1.1276 2.0698 -0.4977  0.05
H: 0.1946 -2.1486 -0.2719  0.08
H: 0.7625 -1.0126 0.7897  0.00
N: -2.6719 0.4204 0.6405  -0.24
H: 0.5797 0.9352 0.9605  0.07
P: 0.7638 -0.0084 -1.1960  0.97
N: 0.7325 -1.2813 -0.1346  -0.20

Model b:
# CH4N3P

A 2-piece molecular cluster, CH4N3P overall (ωB97M-V/def2-TZVPD, the OMol25 dataset).

The calculation puts the molar mass at 89.0 g/mol. For the HOMO-LUMO gap, the calculation gives 0.3724 Eh. The total charge is 0. The calculation puts the HOMO energy at -9.834 eV.

Each line ends with the Löwdin charge.
Geometry (Å):
H: 0.4501 0.3760 1.3052  -0.07
H: 1.3853 1.4591 0.3923  0.00
H: 2.4153 -0.4103 -1.3132  -0.17
N: -1.8674 -0.9521 -0.0195  0.09
H: -1.9984 -1.4813 -0.8910  0.10
N: -1.5229 1.3117 0.1521  0.20
C: 1.1992 0.4035 0.5926  -0.51
P: 1.6278 -0.9115 -0.2712  0.73
N: -1.6890 0.2048 0.0528  -0.36

Stability, highest: model a

Model a:
# C4H5N3

A single C4H5N3 molecule (ωB97M-V/def2-TZVPD, the OMol25 dataset).

The calculation puts the molar mass at 95.1 g/mol. For the HOMO-LUMO gap, the calculation gives 0.3645 Eh. The total charge is 0. As for the SMILES: Nc1ncccn1. The calculation puts the HOMO energy at -8.993 eV.

Each line ends with the Löwdin charge.
Geometry (Å):
H: 2.4125 1.6252 -0.3508  0.09
H: -0.7002 2.0617 0.7404  0.14
C: 1.4628 -0.2953 -0.5348  -0.15
N: 0.4267 -1.1171 -0.3484  0.11
H: -1.7423 -2.2489 0.1488  0.09
C: 1.4791 1.0741 -0.2353  -0.07
N: -1.7526 -1.2968 0.4631  0.14
C: 0.2248 1.6074 0.1742  -0.09
H: -2.6437 -0.8279 0.5426  0.10
N: -0.8317 0.7571 0.2359  0.02
C: -0.6845 -0.5424 0.0981  -0.50
H: 2.3492 -0.7971 -0.9337  0.11

Model b:
# C4H5N3

A 2-piece molecular cluster, C4H5N3 overall (ωB97M-V/def2-TZVPD, the OMol25 dataset).

The calculation puts the molar mass at 95.1 g/mol. For the HOMO-LUMO gap (spin up / spin down), the calculation gives 0.3113 / 0.3113 Eh. The total charge is 0. As for the SMILES: C1=C=NC=NC=1.N. The calculation puts the HOMO energy (spin up / spin down) at -8.127 / -8.129 eV.

Each line ends with the Löwdin charge.
Geometry (Å):
C: -0.0884 0.1564 0.0293  -0.09
H: -3.0087 -0.0347 0.3749  0.06
H: -0.3319 -2.0266 -0.2585  0.10
N: 2.0314 1.0704 0.2352  0.06
H: -2.5657 0.7733 -0.9925  0.06
C: 0.6851 1.1456 0.1913  -0.10
H: 3.4733 -0.4016 0.1258  0.10
C: 0.2968 -1.1462 -0.1276  -0.14
N: -2.2899 0.5541 -0.0397  0.07
N: 1.6319 -1.2986 -0.0969  0.07
C: 2.4014 -0.2194 0.0816  -0.23
H: -2.2353 1.4273 0.4771  0.05

Stability, highest: model a

Model a:
# C4H5N3

A 2-piece molecular cluster, C4H5N3 overall (ωB97M-V/def2-TZVPD, the OMol25 dataset).

The calculation puts the molar mass at 95.1 g/mol. For the HOMO-LUMO gap, the calculation gives 0.3727 Eh. The total charge is 0. As for the SMILES: N#CC=C=N.C=N. The calculation puts the HOMO energy at -9.637 eV.

Each line ends with the Löwdin charge.
Geometry (Å):
H: -1.0627 1.1846 -0.9152  0.11
N: -1.8467 -1.6643 -0.0956  0.16
C: -1.3632 -0.8092 -0.8236  -0.17
H: 1.5725 -0.2343 2.1263  0.07
H: -1.2068 -1.6075 0.7114  0.08
C: 0.7467 0.4205 1.8470  -0.12
C: 0.3931 0.1012 -2.1640  -0.26
H: -0.0015 0.6332 2.6180  0.07
C: -0.7354 0.2323 -1.3128  -0.16
H: 1.4977 0.7325 0.1489  0.05
N: 0.7010 1.0165 0.7305  0.02
N: 1.3053 -0.0055 -2.8707  0.14

Model b:
# C4H5N3

C4H5N3 as an isolated structure (ωB97M-V/def2-TZVPD, the OMol25 dataset).

The calculation puts the molar mass at 95.1 g/mol. For the HOMO-LUMO gap, the calculation gives 0.3609 Eh. The total charge is 0. The calculation puts the HOMO energy at -9.872 eV.

Each line ends with the Löwdin charge.
Geometry (Å):
H: -0.8572 -0.2421 1.0644  0.11
N: 2.4749 -1.2562 0.8918  0.16
H: -0.7902 -1.8286 -0.8455  0.13
N: -1.6659 0.0368 -0.7577  0.09
N: 0.1913 1.2304 0.0488  0.01
C: 0.6964 -0.0087 -0.5784  -0.29
H: -1.8196 1.2263 1.0244  0.12
C: -0.6690 -0.7470 -0.8329  -0.14
H: 1.1002 0.1593 -1.5857  0.15
C: -1.0915 0.6735 0.4538  -0.27
H: 0.7311 1.4635 0.8811  0.12
C: 1.6993 -0.7072 0.2361  -0.18

Stability, highest: model a

Model a:
# C4H13NO2

A 2-piece molecular cluster, C4H13NO2 overall (ωB97M-V/def2-TZVPD, the OMol25 dataset).

The calculation puts the molar mass at 107.2 g/mol. For the HOMO-LUMO gap (spin up / spin down), the calculation gives 0.4424 / 0.2496 Eh. As for the spin multiplicity: 2. The total charge is +1. The calculation puts the HOMO energy (spin up / spin down) at -15.161 / -15.160 eV.

Each line ends with the Löwdin charge.
Geometry (Å):
H: -0.0441 2.4136 0.1075  0.14
H: 0.0220 2.3134 -2.3284  0.09
H: -4.1589 -0.5268 0.4793  0.07
H: 0.2913 -1.4745 2.2556  0.16
O: -3.2287 -0.3665 0.2561  0.00
H: 0.4670 0.8369 1.5014  0.14
H: 1.6711 -1.1456 -0.3773  0.18
H: -0.8030 -2.3879 0.5949  0.08
H: 2.0767 0.8782 0.5914  0.18
N: 0.9269 -0.8666 0.2440  0.17
C: 0.7342 -1.8091 1.2939  -0.21
C: 0.7295 1.6279 -1.8799  -0.08
H: -3.3352 0.1494 -0.4406  -0.05
H: 0.6704 0.6570 -2.3029  0.06
O: -0.0496 -2.9164 0.8346  0.03
H: 1.7743 -2.1466 1.6354  0.19
H: -0.7334 0.9234 -0.5089  0.10
C: 1.0017 0.5087 0.5950  -0.14
H: 1.7406 1.8755 -2.1189  0.07
C: 0.2472 1.4561 -0.4322  -0.19

Model b:
# C4H13NO2

A 2-piece molecular cluster, C4H13NO2 overall (ωB97M-V/def2-TZVPD, the OMol25 dataset).

The calculation puts the molar mass at 107.2 g/mol. For the HOMO-LUMO gap (spin up / spin down), the calculation gives 0.4275 / 0.2427 Eh. As for the spin multiplicity: 2. The total charge is +1. The calculation puts the HOMO energy (spin up / spin down) at -14.706 / -14.704 eV.

Each line ends with the Löwdin charge.
Geometry (Å):
H: -0.4227 -1.0711 0.2426  0.12
C: 1.0199 1.9857 0.1324  -0.01
C: -0.4361 0.0505 0.1431  -0.14
H: 2.3191 0.7639 2.0097  0.17
O: -1.9834 -0.5525 -1.6572  -0.07
H: 1.2836 -0.8599 1.9021  0.12
H: 1.1371 2.2220 -0.9815  0.14
H: 0.0859 2.5927 0.4047  0.15
H: -2.5401 -0.6191 -0.7804  0.16
H: -1.1995 0.4291 0.9361  0.20
H: -1.7501 -2.6790 -0.5091  0.04
C: 1.8151 -0.0848 1.2923  0.02
H: -0.5738 -3.3373 -0.0357  0.03
O: -1.5234 -3.4389 0.1118  -0.07
H: 1.7534 2.5134 0.6594  0.07
H: -1.4480 1.3963 -1.3900  0.13
H: 2.6405 -0.4787 0.7517  0.10
N: 0.9499 0.5015 0.2318  -0.06
H: -0.1076 0.2981 -2.1641  0.19
C: -1.0200 0.3681 -1.2999  -0.29

Model c:
# C4H13NO2

A 2-piece molecular cluster, C4H13NO2 overall (ωB97M-V/def2-TZVPD, the OMol25 dataset).

The calculation puts the molar mass at 107.2 g/mol. For the HOMO-LUMO gap (spin up / spin down), the calculation gives 0.3803 / 0.2060 Eh. As for the spin multiplicity: 2. The total charge is +1. The calculation puts the HOMO energy (spin up / spin down) at -13.352 / -13.352 eV.

Each line ends with the Löwdin charge.
Geometry (Å):
H: -1.2196 -0.3087 1.1571  0.17
H: -0.7275 -2.7073 2.2353  0.14
H: -1.1970 4.1345 -4.9319  0.04
C: 0.2452 -2.5166 1.7722  -0.01
O: -0.7719 4.2949 -4.0760  -0.07
H: 0.2162 0.7103 0.8334  0.14
H: -0.3389 -0.6694 3.5451  0.13
H: 0.7659 0.5638 2.9555  0.11
N: 0.5471 -1.1143 1.7369  -0.07
H: 0.2358 -2.9574 0.7689  0.11
H: -0.2039 3.5095 -3.9549  0.03
H: 1.0167 -3.0448 2.3527  0.13
H: -1.0173 -1.5199 -0.8226  0.13
H: 0.7266 -1.4987 -0.8093  0.13
H: 1.4172 -0.9274 3.6632  0.12
O: -0.1906 0.1124 -1.6732  -0.02
C: -0.1993 -0.2954 0.7471  -0.07
C: 0.6190 -0.5096 3.0648  0.01
C: -0.1647 -0.8796 -0.6777  -0.24
H: 0.6896 0.5095 -1.6147  0.10

Model d:
# C4H13NO2

A 3-piece molecular cluster, C4H13NO2 overall (ωB97M-V/def2-TZVPD, the OMol25 dataset).

The calculation puts the molar mass at 107.2 g/mol. For the HOMO-LUMO gap (spin up / spin down), the calculation gives 0.3505 / 0.2342 Eh. As for the spin multiplicity: 2. The total charge is +1. The calculation puts the HOMO energy (spin up / spin down) at -14.282 / -14.281 eV.

Each line ends with the Löwdin charge.
Geometry (Å):
H: 2.8509 3.0287 2.4008  0.04
H: -1.1877 -0.9535 -2.7138  0.09
C: -1.8422 -1.4649 -2.0120  -0.05
H: -1.4571 -2.6275 -0.1991  0.13
H: -2.0724 1.0100 0.0032  0.16
H: -0.5335 2.0290 -1.5456  0.11
H: 1.2031 -0.6256 0.3676  -0.03
H: 2.7809 -0.4239 0.4044  0.06
H: -2.7534 -0.9371 -1.7203  0.09
O: 1.9979 -0.6848 0.8973  -0.04
C: -1.0274 -1.8165 -0.7663  -0.18
H: 0.9278 1.4204 -0.7079  0.10
H: -1.4277 -0.8854 1.0732  0.17
O: 2.0491 2.5884 2.1137  -0.06
C: -1.0834 0.5747 -0.1634  -0.11
H: -0.0670 -2.2600 -1.0566  0.13
N: -0.9039 -0.7056 0.2176  0.06
H: -2.1581 -2.4148 -2.4531  0.10
H: 1.8009 1.9014 2.7332  0.03
C: -0.1488 1.3604 -0.7734  0.22

Stability, highest: model c

Model a:
# C4H13N3

A 2-piece molecular cluster, C4H13N3 overall (ωB97M-V/def2-TZVPD, the OMol25 dataset).

The calculation puts the molar mass at 103.2 g/mol. For the HOMO-LUMO gap (spin up / spin down), the calculation gives 0.3181 / 0.1266 Eh. As for the spin multiplicity: 2. The total charge is +1. The calculation puts the HOMO energy (spin up / spin down) at -11.753 / -11.752 eV.

Each line ends with the Löwdin charge.
Geometry (Å):
N: -1.7227 -1.6891 -1.2877  0.06
H: 3.6105 1.3567 0.2736  0.14
H: 0.7510 -0.9722 1.3987  0.09
N: -3.6404 -0.4231 -1.0621  0.04
H: 1.1646 1.7965 -1.0307  0.10
H: -2.2315 -0.7409 0.5045  0.10
H: 1.7799 -0.2494 2.6491  0.14
H: 2.5696 -0.9936 1.1498  0.14
H: -2.0073 -1.8279 -2.2430  0.10
H: 1.8144 0.1392 -1.1739  0.13
H: 0.0742 0.4701 -0.7421  0.09
H: -4.3048 -0.3661 -0.2601  0.05
C: -2.5467 -0.8811 -0.5377  -0.41
H: -0.8470 -2.1092 -0.9930  0.08
N: 1.5707 0.9422 0.8778  -0.06
C: 1.1242 0.7980 -0.5903  0.01
H: 3.1697 1.6369 1.9824  0.10
C: 1.6785 -0.4037 1.5097  -0.02
H: 2.6462 2.7775 0.7352  0.13
C: 2.8035 1.6989 0.9605  -0.04

Model b:
# C4H13N3

An isolated ion of composition C4H13N3 and charge +1 (ωB97M-V/def2-TZVPD, the OMol25 dataset).

The calculation puts the molar mass at 103.2 g/mol. For the HOMO-LUMO gap (spin up / spin down), the calculation gives 0.4016 / 0.2272 Eh. As for the spin multiplicity: 2. The total charge is +1. The calculation puts the HOMO energy (spin up / spin down) at -13.569 / -13.557 eV.

Each line ends with the Löwdin charge.
Geometry (Å):
H: -1.1703 0.8961 0.1876  0.16
H: -2.3497 1.6200 -1.8955  0.09
H: -0.2384 -1.5738 1.2964  0.14
H: 1.6167 0.9887 0.5913  0.04
C: -0.0843 -0.4632 -0.9388  -0.13
H: -0.7594 -0.3106 2.4399  0.14
H: -0.6021 -1.4323 -0.8761  0.15
H: -0.3178 1.2698 -2.3009  0.12
N: -0.4432 0.1929 0.3536  0.14
H: -2.7585 -0.0152 -2.0458  0.09
H: 1.8549 -1.4094 1.5918  0.12
C: -0.1495 -0.4949 1.5528  -0.13
N: -2.0787 0.6645 -1.7318  0.01
H: -0.5434 -0.2610 -3.0472  0.13
N: 1.9679 0.8242 1.5193  0.02
C: -0.6972 0.2807 -2.1024  -0.23
H: 0.9684 -0.5300 -1.1758  0.14
H: 2.9767 0.7514 1.6112  0.09
C: 1.3979 -0.4557 1.9444  -0.22
H: 1.4101 -0.5420 3.0261  0.11

Model c:
# C4H13N3

An isolated ion of composition C4H13N3 and charge +1 (ωB97M-V/def2-TZVPD, the OMol25 dataset).

The calculation puts the molar mass at 103.2 g/mol. For the HOMO-LUMO gap (spin up / spin down), the calculation gives 0.3785 / 0.1786 Eh. As for the spin multiplicity: 2. The total charge is +1. The calculation puts the HOMO energy (spin up / spin down) at -13.487 / -13.427 eV.

Each line ends with the Löwdin charge.
Geometry (Å):
H: -1.8268 -0.5783 1.8709  0.08
H: -1.5763 0.8161 -1.0787  0.11
H: 1.8918 0.2296 0.9248  0.13
C: 0.9130 -0.2680 0.8331  -0.15
H: -0.4137 -1.0680 -0.5246  0.15
C: 0.0199 -0.0832 -0.3672  -0.31
H: -0.0052 1.1288 2.1719  0.12
H: -0.1495 -0.9088 -3.1035  0.12
N: 0.2012 0.0310 -2.9373  0.13
C: 0.8997 0.2178 -1.6855  -0.14
H: -0.6452 1.8846 -0.2227  0.14
N: -0.9441 -0.9129 2.2738  0.01
H: 1.1256 -1.3417 0.8301  0.13
H: -1.3369 -0.9055 3.2209  0.09
H: 0.8088 -0.1883 2.9893  0.12
H: -0.6498 0.5800 -2.9156  0.10
H: 1.7172 -0.4986 -1.6911  0.14
N: -1.0077 0.9316 -0.2492  0.18
H: 1.4454 1.1673 -1.6125  0.14
C: 0.1469 0.0285 2.1529  -0.28

Model d:
# C4H13N3

An isolated ion of composition C4H13N3 and charge +1 (ωB97M-V/def2-TZVPD, the OMol25 dataset).

The calculation puts the molar mass at 103.2 g/mol. For the HOMO-LUMO gap (spin up / spin down), the calculation gives 0.1479 / 0.3056 Eh. As for the spin multiplicity: 2. The total charge is +1. The calculation puts the HOMO energy (spin up / spin down) at -7.816 / -12.124 eV.

Each line ends with the Löwdin charge.
Geometry (Å):
C: -0.1780 1.0714 1.5507  -0.11
H: -0.5507 -2.2675 -1.2764  0.06
C: -0.1938 0.3766 -0.8995  -0.25
H: -1.5222 2.6778 1.5810  0.17
H: -0.8655 -0.0362 -1.6656  0.13
H: 0.4658 1.8056 1.0917  0.12
H: 2.4193 -1.7956 -1.4641  0.09
H: -0.7863 -0.8282 0.8041  0.12
H: -2.0356 1.4224 2.5535  0.17
H: -0.2274 1.4365 -1.1568  0.12
H: -1.9204 0.4057 0.3980  0.12
H: 0.6148 -3.2924 -1.8638  0.08
N: 1.1180 -0.1475 -1.0002  -0.06
H: 0.3233 0.5252 2.3310  0.13
N: 0.4274 -2.3970 -1.4538  0.04
C: 1.4187 -1.4174 -1.4846  -0.24
H: 1.8613 0.5231 -0.9552  0.12
N: -1.2275 1.9642 2.2480  0.19
H: -0.8214 2.4546 3.0465  0.17
C: -0.8417 0.2123 0.4828  -0.17

Stability, highest: model d